*i*
# C4H12O3

A cluster of 2 separate species, C4H12O3 in total (the ωB97M-V functional and the def2-TZVPD basis, the Open Molecules 2025 dataset).

```
19
Properties=species:S:1:pos:R:3
O -1.0864 1.0384 2.7018
C -0.7275 0.7101 1.2746
C -0.7540 -0.7062 1.1438
C 0.3433 -1.2505 0.1315
C 0.0692 -0.9626 -1.3188
O 1.3765 -0.7226 -2.0344
H -2.1011 1.2441 2.6469
H -1.0848 1.2136 0.3208
H 0.3420 1.0095 1.3222
H -1.6961 -1.0274 0.8057
H -0.4258 -1.1288 2.0549
H 0.5196 -2.2995 0.2798
H 1.3267 -0.7130 0.4304
H -0.7372 -0.1442 -1.3417
H -0.1483 -1.9729 -1.7578
H 1.1292 -0.6830 -3.0132
O 1.2027 1.8909 -0.8818
H 2.0050 2.2870 -1.3079
H 0.4472 2.2171 -1.4566
```

Output
* charge: 0
* HOMO level: -10.0 eV
* spin multiplicity: 1
* LUMO: 0.0216 Ha
* frontier orbital gap: 10.5997 eV

*ii*
# C4H12O3

A cluster of 2 separate species, C4H12O3 in total (the ωB97M-V functional and the def2-TZVPD basis, the Open Molecules 2025 dataset).

```
19
Properties=species:S:1:pos:R:3
C -0.7162 -0.6389 -2.0336
C -1.0395 -0.6318 -0.5356
O -1.6923 -1.8347 -0.1637
C -1.8473 0.6071 -0.0962
C -1.2518 1.3373 1.1044
O -1.3345 0.5902 2.2962
H -1.6599 -0.5330 -2.5723
H -0.4018 -1.6651 -2.2011
H -0.0968 0.2058 -2.3408
H -0.1436 -0.5797 0.0627
H -2.5331 -1.8999 -0.6287
H -1.9886 1.2892 -0.9218
H -2.8020 0.2457 0.2799
H -0.2110 1.6288 0.9506
H -1.7840 2.2883 1.2010
H -1.9664 -0.1277 2.1998
O 6.8353 -0.2889 1.1979
H 7.1384 0.4792 1.6875
H 7.4953 -0.4719 0.5138
```

Output
* charge: 0
* HOMO level: -10.0 eV
* spin multiplicity: 1
* LUMO: 0.0355 Ha
* frontier orbital gap: 10.9223 eV

*iii*
# C4H12O3

A cluster of 2 separate species, C4H12O3 in total (the ωB97M-V functional and the def2-TZVPD basis, the Open Molecules 2025 dataset).

```
19
Properties=species:S:1:pos:R:3
C 0.3515 1.1213 -1.7681
C 0.6119 -0.2516 -1.0364
O 1.0522 -1.3409 -1.7303
C -0.6325 -0.7349 -0.1993
C -0.0741 -1.3218 1.2856
O 0.4349 -0.3595 2.0538
H -0.1794 1.0637 -2.6452
H 1.3113 1.6062 -2.0578
H -0.2921 1.6949 -1.1314
H 1.3528 0.2571 -0.2558
H 0.7668 -1.2140 -2.6468
H -1.2705 -0.0763 0.2009
H -0.9177 -1.5584 -0.6900
H -0.9922 -1.7596 1.7841
H 0.7472 -2.0784 1.4379
H -0.0367 0.5516 1.8786
O -1.3756 2.2476 1.2948
H -0.7197 2.2228 0.6931
H -2.2024 2.0348 0.7946
```

Output
* charge: 0
* HOMO level: -9.4 eV
* spin multiplicity: 1
* LUMO: 0.0205 Ha
* frontier orbital gap: 9.9558 eV

*iv*
# C4H12O3

A cluster of 3 separate species, C4H12O3 in total (the ωB97M-V functional and the def2-TZVPD basis, the Open Molecules 2025 dataset).

```
19
Properties=species:S:1:pos:R:3
C 1.7399 0.6115 -1.8463
C 0.5200 -0.2025 -1.4499
C 0.1965 -0.2789 -0.1968
C -0.9329 -1.0552 0.3342
O -0.5364 -2.4058 0.4106
H 1.4733 1.7017 -1.8923
H 2.6572 0.4487 -1.2590
H 1.9823 0.5079 -2.9192
H 0.0631 -0.6516 -2.2028
H 0.8116 0.1600 0.6173
H -1.8680 -1.1002 -0.2017
H -1.4706 -0.8993 1.3536
H 0.4358 -2.5545 0.0939
O -3.2783 0.3377 1.5823
H -2.5476 0.5582 0.9990
H -2.8537 -0.0790 2.3252
O 1.2988 1.8489 1.0933
H 0.4911 2.0063 1.7428
H 1.8180 1.0463 1.4159
```

Output
* charge: 0
* HOMO level: -9.6 eV
* spin multiplicity: 1
* LUMO: 0.0134 Ha
* frontier orbital gap: 10.0073 eV

Energies relative to the most stable structure are *i* 1.661; *ii* 0.000; *iii* 2.041; *iv* 2.388, reported in eV.

*i*
# C4H12O3

A cluster of 4 separate species, C4H12O3 in total (the ωB97M-V functional and the def2-TZVPD basis, the Open Molecules 2025 dataset).

```
19
Properties=species:S:1:pos:R:3
C 1.8545 1.3476 1.4002
C 1.4425 0.7457 0.2941
C 2.3509 0.6736 -0.9103
C 2.2969 0.0063 -2.0701
H 2.8382 1.6925 1.2258
H 1.2874 1.2770 2.3203
H 0.3414 0.7976 0.3561
H 3.1684 1.4669 -1.0265
H 3.0511 -0.0512 -2.7907
H 1.6226 -0.8392 -2.2917
O -2.3033 -1.8999 3.4137
H -1.8894 -1.9998 4.3099
H -3.1935 -2.2796 3.4903
O -2.3713 -0.2200 -0.0587
H -2.7936 -1.0868 0.1631
H -3.1254 0.4229 -0.0185
O -1.5921 0.3618 -2.7291
H -1.2907 -0.3906 -3.2084
H -1.6947 -0.0246 -1.8690
```

Output
* charge: 0
* HOMO level: -8.9 eV
* spin multiplicity: 1
* LUMO: 0.0154 Ha
* frontier orbital gap: 9.2993 eV

*ii*
# C4H12O3

A cluster of 2 separate species, C4H12O3 in total (the ωB97M-V functional and the def2-TZVPD basis, the Open Molecules 2025 dataset).

```
19
Properties=species:S:1:pos:R:3
O 0.0361 -0.0279 1.7566
C -0.6381 -1.1189 1.1139
C 0.2036 -1.8436 0.0606
C 0.5306 -1.0551 -1.2429
C 1.3554 0.2983 -1.1209
O 0.6136 1.4474 -0.7481
H 0.6605 -0.3935 2.3908
H -0.9288 -1.8562 1.8793
H -1.5849 -0.6613 0.8149
H 1.0813 -2.0992 0.7284
H -0.2564 -2.8164 -0.1175
H -0.4676 -0.6565 -1.6381
H 0.9491 -1.7635 -1.9333
H 1.6022 0.5756 -2.1612
H 2.2944 0.2011 -0.5219
H 0.1165 1.0524 -0.0193
O -2.1245 3.8695 0.4149
H -1.7612 3.7380 -0.4730
H -1.6816 3.1099 0.8170
```

Output
* charge: 0
* HOMO level: -10.3 eV
* spin multiplicity: 1
* LUMO: 0.0233 Ha
* frontier orbital gap: 10.9546 eV

Energies relative to the most stable structure are *i* 1.675; *ii* 0.000, reported in eV.

*i*
# C4H12O3

A cluster of 2 separate species, C4H12O3 in total (the ωB97M-V functional and the def2-TZVPD basis, the Open Molecules 2025 dataset).

```
19
Properties=species:S:1:pos:R:3
C -0.9244 -1.5100 -1.3616
C -0.9081 -0.0850 -0.9710
O -0.1640 0.7322 -1.8574
C -0.5052 0.0853 0.5382
C -0.3443 1.5139 0.9317
O 0.7390 1.6928 1.8787
H -1.7975 -1.7382 -1.9889
H -0.8465 -2.1481 -0.4908
H -0.1733 -1.7653 -2.1158
H -1.8875 0.3766 -1.0456
H 0.7844 0.6096 -1.8366
H -1.2112 -0.5373 1.1006
H 0.4630 -0.3900 0.8661
H -0.0805 2.1339 0.0677
H -1.2680 1.9055 1.3668
H 1.1150 2.5459 1.6940
O 2.4488 -1.5090 1.2229
H 1.8914 -0.8116 1.6098
H 2.6689 -1.1013 0.3914
```

Output
* charge: 0
* HOMO level: -10.4 eV
* spin multiplicity: 1
* LUMO: 0.0218 Ha
* frontier orbital gap: 11.0243 eV

*ii*
# C4H12O3

A cluster of 4 separate species, C4H12O3 in total (the ωB97M-V functional and the def2-TZVPD basis, the Open Molecules 2025 dataset).

```
19
Properties=species:S:1:pos:R:3
C -1.0855 1.2394 -1.1711
C 0.0783 1.8269 -0.8471
C 1.2272 1.8971 -1.7736
C 1.8786 3.0625 -1.8673
H -1.1034 0.3419 -1.7764
H -1.9346 1.3464 -0.5038
H 0.1188 2.6493 -0.1393
H 1.3640 1.0136 -2.3867
H 2.6517 3.1663 -2.6102
H 1.4829 3.8498 -1.2417
O -5.5343 -3.3753 -0.0332
H -5.2268 -2.7989 0.6476
H -5.7191 -2.7851 -0.7537
O 1.6924 -1.6775 -0.3645
H 1.2744 -2.3793 -0.9015
H 0.8910 -1.4426 0.1003
O 2.3473 -2.1355 5.0026
H 3.0329 -2.5776 5.4685
H 2.5639 -1.2215 5.1510
```

Output
* charge: 0
* HOMO level: -9.0 eV
* spin multiplicity: 1
* LUMO: 0.0196 Ha
* frontier orbital gap: 9.5400 eV

*iii*
# C4H12O3

A cluster of 2 separate species, C4H12O3 in total (the ωB97M-V functional and the def2-TZVPD basis, the Open Molecules 2025 dataset).

```
19
Properties=species:S:1:pos:R:3
C 2.0894 -0.0363 -1.1370
O 2.2587 -0.2921 0.2455
C 1.5154 0.5399 1.1041
O 0.1501 0.3322 1.0951
C -0.8176 1.3041 -0.0049
H 2.8632 -0.6014 -1.6549
H 1.1126 -0.3699 -1.5012
H 2.2153 1.0321 -1.3600
H 1.8936 0.3075 2.1073
H 1.7373 1.6033 0.8691
H -0.1324 2.1478 -0.0059
H -1.6545 1.4473 0.6662
H -1.0599 1.1416 -1.0504
C -2.3799 -1.5452 0.0979
O -1.1727 -1.0735 -0.4638
H -2.6825 -0.9509 0.9674
H -2.2697 -2.5883 0.4168
H -3.1594 -1.4946 -0.6589
H -0.5070 -0.9037 0.2676
```

Output
* charge: 0
* HOMO level: -9.7 eV
* spin multiplicity: 1
* LUMO: 0.0298 Ha
* frontier orbital gap: 10.4613 eV

Energies relative to the most stable structure are *i* 0.000; *ii* 1.089; *iii* 2.172, reported in eV.

*i*
# C4H12O3

A cluster of 2 separate species, C4H12O3 in total (the ωB97M-V functional and the def2-TZVPD basis, the Open Molecules 2025 dataset).

```
19
Properties=species:S:1:pos:R:3
C 1.3739 -1.2477 1.2727
C 0.0808 -0.4964 0.8698
O 0.0505 0.8533 1.3397
C -0.2705 -0.5674 -0.5833
C -1.7379 -0.7361 -1.0174
O -1.7434 -1.0083 -2.5641
H 2.2639 -0.6188 1.5527
H 1.0989 -2.0533 1.9876
H 1.6899 -1.6522 0.3264
H -0.7579 -0.9412 1.2941
H -0.1965 0.7434 2.3260
H 0.1849 -1.6373 -0.7892
H 0.2701 0.0816 -1.2241
H -2.2769 0.1598 -0.7079
H -2.2350 -1.7693 -0.7623
H -2.5984 -1.5130 -2.6826
O 1.9896 2.9338 0.4335
H 1.3689 2.1746 0.4119
H 2.1365 3.0805 1.3446
```

Output
* charge: 0
* HOMO level: -10.5 eV
* spin multiplicity: 1
* LUMO: 0.0194 Ha
* frontier orbital gap: 10.9989 eV

*ii*
# C4H12O3

A cluster of 4 separate species, C4H12O3 in total (the ωB97M-V functional and the def2-TZVPD basis, the Open Molecules 2025 dataset).

```
19
Properties=species:S:1:pos:R:3
C 0.9927 0.9519 1.8502
C 1.3701 0.8329 0.5831
C 0.7104 0.4314 -0.6401
C 1.5848 0.4174 -1.6642
H -0.1751 1.0542 2.1290
H 1.6923 1.0972 2.6676
H 2.4568 0.7720 0.4350
H -0.3656 0.2722 -0.6499
H 1.2248 0.0006 -2.6076
H 2.6245 0.8325 -1.5402
O -2.2431 1.1503 1.1362
H -1.8852 0.3549 0.7668
H -2.5142 1.6282 0.4023
O -2.3053 -1.0864 -0.5002
H -2.8971 -1.9035 -0.0967
H -2.9986 -0.4921 -0.4773
O 1.0079 -2.3045 -0.8741
H 1.5586 -2.0283 -0.1905
H 0.1614 -1.9808 -0.7295
```

Output
* charge: 0
* HOMO level: -8.5 eV
* spin multiplicity: 1
* LUMO: 0.0063 Ha
* frontier orbital gap: 8.7085 eV

*iii*
# C4H12O3

A cluster of 3 separate species, C4H12O3 in total (the ωB97M-V functional and the def2-TZVPD basis, the Open Molecules 2025 dataset).

```
19
Properties=species:S:1:pos:R:3
C -1.1797 -2.7910 2.2419
C -0.9905 -2.0129 0.9851
C -0.5767 -0.7384 1.0209
C -0.2506 -0.0929 -0.2920
O -0.4891 0.0717 2.1306
H -0.9562 -2.0912 3.0663
H -0.3493 -3.5069 2.2605
H -2.0698 -3.3663 2.4989
H -0.7569 -2.6080 0.1045
H -0.8635 0.8179 -0.4374
H -0.4356 -0.7275 -1.1945
H 0.8167 0.2486 -0.3105
H 0.4562 0.0817 2.3273
O -1.4324 2.1730 -5.0324
H -1.0864 2.8309 -5.6448
H -2.2514 2.5704 -4.7122
O 4.4126 2.9016 0.1946
H 3.7760 3.3945 -0.3317
H 4.2266 2.8447 1.1250
```

Output
* charge: 0
* HOMO level: -8.8 eV
* spin multiplicity: 1
* LUMO: 0.0197 Ha
* frontier orbital gap: 9.3763 eV

Energies relative to the most stable structure are *i* 0.633; *ii* 1.581; *iii* 0.000, reported in eV.